An isolated ion of composition C6H7O3S4 and charge -1 in a non-equilibrium geometry, computed with wB97M-V/def2-TZVPD.

Atoms and positions in Å:
C  -0.71  -0.11  -1.42
C  1.29  -0.79  -0.06
C  0.06  -1.01  -0.80
C  -1.00  1.28  -0.93
C  2.15  0.21  -0.23
C  -1.53  1.53  0.23
O  -2.52  -0.98  0.57
O  -0.69  -0.39  2.04
O  -2.93  0.64  2.32
S  -0.29  -2.73  -0.87
S  -0.56  2.68  -2.03
S  -2.15  2.97  0.88
S  -1.99  0.10  1.40
H  -1.60  -0.50  -1.77
H  1.59  -1.70  0.62
H  1.94  1.00  -0.91
H  3.02  0.29  0.37
H  -1.51  -2.43  -0.36
H  -1.18  3.50  -1.11
H  -2.89  2.32  1.81

The spin multiplicity is 3. The expectation value of S² is 2.02. Its total charge is -1. Its total energy is -55815.1560 eV.